1.
38
Properties=species:S:1:pos:R:3:forces:R:3 method="wB97M-V/def2-TZVPD" total_charge=+3 e_above_lowest_ev=0.100 multiplicity=3 max_force_ev_per_a=0.5 homo_lumo_gap_ev="8.13 / 9.34"
V -0.331061 -0.174835 0.109559 0.4 0.1 -0.1
C -2.751155 0.851524 0.862559 0.2 0.0 0.0
C -2.968590 -0.334317 -0.097854 0.1 -0.2 0.1
N -1.942259 -1.456901 0.014480 -0.4 0.1 0.2
C -2.113484 -2.413011 1.171472 0.1 0.2 -0.2
C -1.749006 -1.796467 2.512562 0.0 0.0 0.0
S -0.195326 -0.825064 2.390063 0.1 0.1 0.1
C -0.618647 0.803834 3.131113 -0.1 0.0 0.0
C -0.802116 1.928938 2.106469 -0.2 -0.2 -0.2
N -1.348081 1.428544 0.788718 -0.3 0.0 0.2
H -3.473381 1.623946 0.603128 0.0 0.0 0.0
H -2.941359 0.571126 1.892366 0.0 0.0 0.0
H -3.967517 -0.736203 0.073417 0.0 0.0 0.0
H -2.944648 0.005421 -1.135989 0.0 0.0 0.0
H -2.047087 -2.016457 -0.831505 0.0 0.0 0.0
H -3.140849 -2.777473 1.190755 0.0 0.0 0.0
H -1.467114 -3.259880 0.947660 0.0 0.0 0.0
H -2.521565 -1.146546 2.913982 0.0 0.0 0.0
H -1.573253 -2.582856 3.245104 0.0 0.0 0.0
H -1.497583 0.636934 3.751824 0.0 0.0 0.0
H 0.201256 1.054397 3.801843 0.0 0.0 0.0
H -1.477369 2.684466 2.508755 0.0 0.0 0.0
H 0.145059 2.413191 1.882491 0.1 0.0 0.0
H -1.351778 2.220995 0.146544 0.0 0.1 0.0
C 3.376795 -1.549903 -2.389457 0.0 -0.1 0.0
As 2.839105 0.243543 -2.066680 0.0 0.1 0.1
C 4.354055 1.374385 -1.887661 0.0 0.0 0.0
C 1.683472 0.874278 -3.444321 -0.2 0.0 -0.1
S 1.850537 0.301457 -0.053532 0.1 -0.2 -0.3
H 3.902095 -1.563512 -3.345419 0.0 0.0 0.0
H 2.502689 -2.193089 -2.440438 0.0 -0.1 0.0
H 4.044185 -1.869302 -1.592068 0.0 0.0 0.0
H 4.883058 1.321247 -2.840180 0.1 0.1 0.0
H 4.981504 1.001961 -1.081230 0.1 0.0 0.0
H 4.024295 2.391205 -1.689777 0.1 0.1 0.0
H 2.232423 0.857198 -4.387233 0.1 0.0 0.0
H 1.377968 1.893727 -3.220428 0.0 0.0 0.0
H 0.824732 0.213499 -3.541094 -0.1 0.0 0.0



2.
19
Properties=species:S:1:pos:R:3:forces:R:3 method="wB97M-V/def2-TZVPD" total_charge=+1 e_above_lowest_ev=4.531 max_force_ev_per_a=4.2 smiles=CC[NH2+]C1(C)NN1 homo_lumo_gap_ev=11.03
C -2.594944 0.545137 0.004127 -2.6 -3.3 -0.4
C -1.261323 0.043337 -0.384243 1.5 -2.0 -1.8
N -0.237084 0.381995 0.614123 3.3 1.6 -1.8
C 1.233623 -0.031252 0.136959 -1.2 -0.1 -0.8
C 1.311867 -1.494707 0.001701 3.4 -2.1 -1.2
N 1.682423 0.900507 -0.849912 0.6 0.3 -1.4
N 2.323271 0.772903 0.448499 1.2 -0.5 0.5
H -3.028486 0.040580 0.894394 0.9 0.9 0.3
H -2.568784 1.605553 0.022339 -0.7 0.9 0.1
H -3.393846 0.045183 -0.679700 1.5 1.6 0.3
H -0.959723 0.493276 -1.388242 -0.1 -0.7 1.4
H -1.050633 -1.090133 -0.405834 -1.4 1.5 -0.5
H -0.435635 -0.052814 1.483838 -0.2 -0.1 1.3
H -0.042552 1.381846 0.655037 -0.9 0.3 0.6
H 0.856307 -2.002893 0.827269 -1.3 -0.5 0.0
H 2.406898 -1.827935 0.327354 -1.9 0.9 -1.4
H 1.094130 -1.873845 -1.111769 0.2 0.6 2.8
H 2.356847 0.573910 -1.640218 -1.6 0.1 2.0
H 2.307646 1.589359 1.044269 -0.7 0.3 0.0



3.
88
Properties=species:S:1:pos:R:3:forces:R:3 method="wB97M-V/def2-TZVPD" total_charge=+1 e_above_lowest_ev=1.089 multiplicity=5 max_force_ev_per_a=1.7 homo_lumo_gap_ev="8.76 / 5.80"
Pd -0.363202 0.273369 0.592874 -0.8 0.9 1.3
C 0.667285 3.280245 -2.917117 0.1 0.0 -0.2
Si 0.080662 3.088331 -1.165306 0.4 -0.5 0.2
C 0.489896 4.602541 -0.224106 0.1 0.3 0.2
C -1.746794 2.702721 -1.205365 -0.2 0.0 0.0
N 0.943992 1.717085 -0.381878 -0.4 -0.5 -0.6
P 2.015786 0.661333 -0.894278 0.2 0.7 -0.3
C 1.150609 -0.644924 -1.691506 0.1 -0.1 0.3
P 0.189753 -2.051712 -1.230176 0.0 -0.4 -0.2
N -0.727080 -1.832171 0.061712 0.3 0.1 -0.4
Si -1.961580 -3.044487 0.483530 0.3 0.3 -0.1
C -3.625563 -2.404669 -0.051415 -0.3 0.0 0.0
C -1.650632 -4.681218 -0.351197 0.1 -0.2 -0.1
C -1.882131 -3.467065 2.296529 0.0 -0.1 0.2
C 1.446970 -3.309522 -0.964277 0.1 -0.2 0.0
C 2.064202 -3.995849 -2.012500 0.1 0.1 0.0
C 3.013625 -4.968963 -1.740003 0.0 0.0 0.0
C 3.365719 -5.244704 -0.424707 0.0 0.0 0.0
C 2.783991 -4.535645 0.618789 0.0 0.0 0.0
C 1.826048 -3.569384 0.354496 -0.1 -0.1 -0.1
C -0.742089 -2.352875 -2.742274 -0.1 0.1 -0.2
C -1.434767 -1.240774 -3.243670 0.0 -0.1 0.0
C -2.254242 -1.366884 -4.352439 0.0 -0.1 0.0
C -2.391384 -2.604613 -4.970944 0.0 0.0 0.0
C -1.709781 -3.710330 -4.480950 0.0 0.0 0.0
C -0.886322 -3.588637 -3.369931 0.0 0.0 0.0
C 3.240601 1.285685 -2.028234 0.0 0.1 -0.2
C 4.125153 2.251857 -1.543041 0.0 0.0 0.0
C 5.024671 2.850665 -2.408168 0.0 0.0 0.0
C 5.043479 2.486534 -3.750552 0.0 0.0 0.0
C 4.171271 1.520707 -4.232727 0.0 0.0 0.1
C 3.265037 0.918206 -3.371401 0.0 0.0 0.0
C 2.897710 -0.054638 0.481138 0.1 -0.3 0.1
C 3.985161 -0.888986 0.205816 -0.1 -0.1 0.1
C 4.668720 -1.490036 1.249174 0.0 0.0 0.0
C 4.267225 -1.260711 2.561543 0.0 0.0 0.0
C 3.196531 -0.419439 2.834725 0.0 -0.1 0.0
C 2.504472 0.191841 1.798433 0.1 0.1 0.0
H 0.106823 4.111102 -3.360122 0.1 -0.1 0.0
H 0.502589 2.397257 -3.543870 0.0 0.1 0.1
H 1.730368 3.535018 -2.957798 -0.1 0.0 -0.1
H -0.079373 5.449245 -0.624783 0.1 0.0 0.0
H 1.554340 4.821394 -0.354975 0.0 0.0 0.1
H 0.267686 4.512050 0.841522 0.0 0.0 -0.1
H -2.328593 3.528318 -0.786073 0.0 0.0 0.0
H -2.013640 1.810799 -0.635035 -0.1 -0.1 0.0
H -2.081168 2.550687 -2.235409 0.0 0.0 0.0
H -3.893610 -2.859367 -1.009473 0.0 0.0 0.0
H -3.619294 -1.325212 -0.214258 -0.1 0.0 0.0
H -4.423024 -2.645886 0.657826 0.1 0.0 0.0
H -2.134094 -4.755003 -1.325961 0.0 0.0 0.0
H -2.079449 -5.454022 0.293201 0.0 0.0 -0.1
H -0.590339 -4.918838 -0.470043 -0.1 0.0 0.0
H -2.170968 -2.717146 3.032110 0.0 -0.1 0.0
H -0.871826 -3.812159 2.539423 -0.1 0.0 0.0
H -2.558261 -4.314276 2.455850 0.1 0.0 0.0
H 1.825787 -3.758547 -3.041209 -0.1 0.0 0.0
H 3.479223 -5.510127 -2.552943 0.0 0.0 0.0
H 4.101859 -6.009996 -0.214117 0.0 0.0 0.0
H 3.077489 -4.735174 1.641103 0.0 0.0 0.0
H 1.364218 -3.024028 1.169053 0.0 0.0 0.0
H -1.342341 -0.271477 -2.762714 0.0 0.0 0.0
H -2.782299 -0.503283 -4.735348 0.0 0.0 0.0
H -3.034071 -2.707254 -5.836168 0.0 0.0 0.0
H -1.821807 -4.674097 -4.961004 0.0 0.0 0.0
H -0.375692 -4.463345 -2.991724 0.0 0.0 0.0
H 4.103757 2.538639 -0.497027 0.0 0.0 0.0
H 5.712009 3.599585 -2.037835 0.0 0.0 0.0
H 5.744065 2.962069 -4.424937 0.0 0.0 0.0
H 4.193867 1.240251 -5.277576 0.0 0.0 0.0
H 2.578400 0.168295 -3.748368 0.0 0.0 0.0
H 4.297078 -1.064595 -0.817516 0.0 0.0 0.0
H 5.513863 -2.133454 1.041702 0.0 0.0 0.0
H 4.808066 -1.723622 3.377906 0.0 0.0 0.0
H 2.911275 -0.216105 3.858726 0.0 0.0 0.0
H 1.722077 0.909771 2.025280 -0.1 0.0 -0.1
N -2.080978 -0.201101 2.068325 0.1 -0.1 -0.2
C -2.474709 0.710726 3.157443 0.1 0.0 0.0
C -2.601096 2.127692 2.638303 -0.2 -0.1 0.0
C -1.244263 2.745878 2.417368 1.0 -0.4 -0.3
O -1.043166 3.922460 2.627358 -0.2 0.2 0.1
O -0.276599 1.930471 2.033543 -0.3 0.1 0.0
H -2.877521 -0.393853 1.472471 -0.1 0.0 0.0
H -1.775984 -1.089292 2.440851 0.0 0.0 0.1
H -1.697309 0.669032 3.918255 0.0 0.0 0.0
H -3.406092 0.361698 3.607780 -0.1 0.1 0.0
H -3.145353 2.759961 3.336896 0.0 0.0 0.0
H -3.153522 2.130688 1.691666 0.0 0.0 0.0



4.
75
Properties=species:S:1:pos:R:3:forces:R:3 method="wB97M-V/def2-TZVPD" total_charge=+4 e_above_lowest_ev=1.405 max_force_ev_per_a=1.1 homo_lumo_gap_ev=6.47
Zr -0.201289 -0.086420 0.189363 -0.8 0.5 0.4
C -1.646612 -2.258822 -1.999861 -0.1 0.1 -0.1
O -1.749608 -0.936966 -1.415804 0.2 0.2 -0.1
C -2.652225 -0.101393 -2.167496 -0.1 -0.2 0.0
C -2.300005 1.324087 -1.859213 0.1 0.2 0.2
O -1.839190 1.397159 -0.479728 -0.2 -0.1 0.2
C -2.775818 1.973186 0.479802 0.0 0.2 -0.3
C -2.924991 1.021970 1.615637 0.1 -0.1 0.2
O -1.588043 0.697175 2.022114 -0.1 0.1 0.0
C -1.480236 0.310024 3.405648 -0.1 -0.1 -0.1
H -1.109848 -2.192157 -2.944196 0.0 0.0 0.0
H -2.649858 -2.644656 -2.173957 0.0 0.0 0.0
H -1.124417 -2.901726 -1.301004 0.1 0.0 0.1
H -3.670995 -0.358037 -1.878979 -0.1 0.0 0.0
H -2.529854 -0.284710 -3.234397 0.0 0.0 -0.1
H -3.147460 1.988836 -1.993332 -0.1 0.1 0.0
H -1.489415 1.678322 -2.479954 0.1 0.1 -0.1
H -3.732188 2.157126 -0.002351 0.0 0.0 -0.1
H -2.355714 2.921036 0.804483 0.0 0.1 0.0
H -3.450967 0.109249 1.328971 0.0 -0.1 0.0
H -3.469224 1.499260 2.429129 0.0 0.0 0.1
H -1.543589 1.193000 4.035960 -0.1 0.1 0.1
H -0.518188 -0.170979 3.550251 0.1 0.0 0.0
H -2.281632 -0.381672 3.663411 0.0 0.0 0.0
N 1.551919 3.722415 -2.556521 0.0 -0.1 -0.2
C 1.276696 2.995549 -1.491345 -0.3 0.1 0.1
N 0.843441 1.757125 -1.535298 -0.1 -0.6 0.1
C 0.804144 1.136124 -2.773495 0.2 0.0 -0.1
N 0.741138 -0.164249 -2.847377 0.0 0.0 0.3
N 0.913437 -0.723519 -1.578104 0.1 -0.4 -0.6
C 1.649885 -1.762139 -1.528526 0.4 -0.2 0.0
C 1.948999 -2.321430 -0.211024 0.0 0.1 -0.2
C 2.751811 -3.423410 -0.052224 0.3 -0.3 0.1
C 3.115003 -3.797095 1.242397 0.0 -0.1 -0.1
C 2.659717 -3.038989 2.307167 0.1 -0.1 0.1
C 1.826586 -1.960448 2.056792 -0.1 0.1 0.0
N 1.458748 -1.609809 0.825396 0.1 0.2 -0.2
C 0.880765 1.925458 -3.983549 0.0 -0.1 0.0
C 0.642528 1.404274 -5.261783 0.0 -0.1 0.0
C 0.822222 2.201767 -6.366987 0.0 0.1 0.0
C 1.264308 3.523409 -6.219087 0.0 0.0 -0.1
C 1.513282 4.051812 -4.969548 0.0 0.1 0.1
C 1.311763 3.243787 -3.857604 0.1 0.3 0.1
H 1.918476 4.657438 -2.439931 0.0 0.0 0.0
H 1.395448 3.482815 -0.530849 0.0 -0.1 0.0
H 2.125886 -2.134048 -2.431487 -0.1 -0.1 0.0
H 3.110433 -3.965746 -0.918872 0.0 0.0 0.1
H 3.762454 -4.650107 1.407903 0.0 0.0 0.0
H 2.952847 -3.265709 3.324015 0.0 0.0 0.0
H 1.459559 -1.345664 2.869770 0.0 0.0 0.0
H 0.329394 0.374019 -5.367074 0.0 0.0 0.0
H 0.636094 1.807227 -7.356513 0.0 0.0 0.0
H 1.418858 4.139009 -7.097191 0.0 0.0 0.0
H 1.854501 5.075741 -4.857407 0.0 -0.1 0.0
N 0.635177 4.388699 4.021680 -0.1 -0.1 0.0
C 1.764023 4.198764 3.353803 0.0 -0.2 -0.1
N 2.809921 4.966724 3.568560 0.1 0.0 0.0
N 1.910321 3.238498 2.412119 0.0 0.1 -0.1
C 1.310027 2.277377 1.911314 0.3 -0.3 0.0
N 0.935547 1.314808 1.319863 -0.2 0.1 0.3
H 0.553550 5.100148 4.734265 0.0 0.0 0.0
H -0.168886 3.813332 3.849336 0.0 0.0 0.0
H 2.808314 5.702246 4.260583 0.0 0.0 0.0
H 3.676402 4.778488 3.087436 0.0 0.0 0.0
C -4.005479 -3.943895 1.868882 0.0 0.0 0.0
N -3.139565 -2.896727 1.300878 -0.2 -0.2 0.0
C -1.882984 -2.679420 1.647127 0.0 0.1 0.1
N -1.324154 -3.385158 2.626243 0.0 -0.1 0.0
O -1.209037 -1.752792 1.061552 0.4 0.5 -0.2
H -5.032830 -3.715838 1.604141 0.0 0.0 0.0
H -3.939602 -3.937676 2.955798 0.0 0.0 0.0
H -3.748698 -4.929382 1.479267 0.0 0.0 0.0
H -3.450413 -2.420319 0.470174 0.0 0.1 0.0
H -1.786058 -4.181364 3.038451 0.0 0.0 0.0
H -0.360180 -3.231700 2.863434 0.0 0.0 0.0